Entry 1:
DFT (the ωB97M-V functional and the def2-TZVPD basis) results for a gas-phase ion, C3H6NO3 (charge -1) in a non-equilibrium geometry.

Element x y z (Å)
O1 -0.90344 -2.91262 0.59971
C1 -0.89299 -1.77856 1.13308
O2 -1.45239 -1.37373 2.14909
N1 -0.10011 -0.85349 0.21690
C2 -0.14578 0.63421 0.34819
C3 0.43269 1.35296 -0.93042
O3 1.69619 0.90955 -1.11126
H1 -0.09267 -1.14446 -0.87790
H2 -1.14787 0.80056 0.79446
H3 0.56959 0.84155 1.10104
H4 -0.08530 1.03439 -1.78067
H5 0.29036 2.40236 -0.88314
H6 1.83172 0.08726 -0.75907

As for the SMILES: O=C([O-])NCCO. For the LUMO energy, the calculation gives 3.72 eV. Its HOMO energy is -4.13 eV. As for the total charge: -1.

---

Entry 2:
DFT (the ωB97M-V functional and the def2-TZVPD basis) results for a molecular structure, C46H40N4O3Rh.

Element x y z (Å)
Rh1 0.07248 -0.70809 -0.20390
O1 1.94456 -0.61535 0.01802
C1 2.82529 0.20510 0.75746
C2 2.49304 1.66321 0.38912
C3 1.16413 2.21224 0.84164
C4 1.14914 3.37029 1.60721
C5 -0.05717 3.92942 1.97989
C6 -1.22483 3.32546 1.55538
C7 -1.15736 2.17637 0.78210
C8 -2.44042 1.55948 0.28958
C9 -2.68859 0.13748 0.82439
O2 -1.78574 -0.71050 0.14933
C10 -4.07316 -0.40818 0.49207
C11 -4.36584 -1.69564 0.94026
C12 -5.57646 -2.29141 0.63864
C13 -6.51999 -1.60012 -0.11426
C14 -6.23804 -0.32046 -0.55886
C15 -5.01531 0.27425 -0.26113
C16 -2.43958 0.11200 2.33077
C17 -1.31269 -0.46453 2.89525
C18 -1.08310 -0.37870 4.26394
C19 -1.98918 0.27520 5.08160
C20 -3.13322 0.83647 4.52612
C21 -3.35508 0.75477 3.16223
N1 0.02212 1.62126 0.44807
C22 2.66249 -0.12623 2.23671
C23 2.77794 0.83529 3.23261
C24 2.70800 0.47804 4.57379
C25 2.52371 -0.84695 4.93337
C26 2.39856 -1.81339 3.94342
C27 2.46622 -1.45474 2.60772
C28 4.25425 -0.08939 0.28945
C29 4.48361 -0.67908 -0.94710
C30 5.78183 -0.90119 -1.38751
C31 6.85993 -0.52978 -0.60092
C32 6.63544 0.06383 0.63357
C33 5.34070 0.27992 1.07724
H1 2.55653 1.72191 -0.70090
H2 3.28353 2.30767 0.77315
H3 2.08466 3.82772 1.89753
H4 -0.08705 4.82736 2.58227
H5 -2.19041 3.73756 1.81197
H6 -2.44496 1.51585 -0.80233
H7 -3.25864 2.20885 0.59836
H8 -3.63091 -2.22272 1.53766
H9 -5.79443 -3.29018 0.99570
H10 -7.47064 -2.05992 -0.34804
H11 -6.96752 0.22366 -1.14370
H12 -4.81803 1.27100 -0.63246
H13 -0.59452 -1.01572 2.29364
H14 -0.18897 -0.82531 4.67836
H15 -1.81235 0.34281 6.14685
H16 -3.85586 1.33516 5.15838
H17 -4.25734 1.18024 2.73760
H18 2.93667 1.87433 2.97742
H19 2.80568 1.24016 5.33562
H20 2.48144 -1.12737 5.97768
H21 2.26200 -2.85267 4.21144
H22 2.39243 -2.21770 1.84351
H23 3.64892 -0.96908 -1.57045
H24 5.94779 -1.36512 -2.35093
H25 7.87054 -0.70291 -0.94518
H26 7.47092 0.35298 1.25714
H27 5.18006 0.72508 2.05098
C34 -0.65232 -4.09475 5.55498
C35 -1.15801 -4.83108 4.34566
C36 -2.09155 -4.26002 3.48838
C37 -2.60879 -4.96389 2.40928
C38 -2.16809 -6.25353 2.14522
N2 -2.68054 -7.02997 1.07126
C39 -3.24122 -6.56831 -0.09835
O3 -4.15284 -7.13269 -0.65635
N3 -2.71459 -5.38618 -0.61805
C40 -1.40978 -4.90077 -0.53230
C41 -0.29009 -5.69472 -0.30209
C42 0.95672 -5.09776 -0.25135
C43 1.06950 -3.73144 -0.42510
N4 -0.00613 -2.96819 -0.64265
C44 -1.21210 -3.53377 -0.69266
C45 -1.21863 -6.83035 2.98275
C46 -0.73356 -6.12986 4.07316
H28 -1.01043 -3.06584 5.56572
H29 0.43827 -4.07951 5.58205
H30 -0.99014 -4.57690 6.47372
H31 -2.45062 -3.25511 3.68383
H32 -3.36933 -4.51410 1.78514
H33 -3.03247 -7.94454 1.31434
H34 -3.30783 -4.98999 -1.33128
H35 -0.39527 -6.76204 -0.17103
H36 1.84319 -5.69266 -0.08334
H37 2.02446 -3.22277 -0.39412
H38 -2.05848 -2.87262 -0.83488
H39 -0.87095 -7.83679 2.78302
H40 -0.01179 -6.60504 4.72688

As for the multiplicity: 5. For the LUMO energy (spin up / spin down), the calculation gives -2.34 / -5.31 eV. Its HOMO energy (spin up / spin down) is -10.80 / -10.81 eV. As for the total charge: +1. Its expectation value of S² is 6.01.

---

Entry 3:
DFT (the ωB97M-V functional and the def2-TZVPD basis) results for a gas-phase ion, C9H15N3S (charge +2) in a non-equilibrium geometry.

Element x y z (Å)
C1 -0.53250 -1.52059 0.79354
C2 -3.40639 -0.28630 -0.93701
C3 -0.67624 2.22964 1.39501
C4 -2.50282 -0.54001 0.00681
C5 0.70081 -1.32993 -1.49102
C6 -0.19079 -0.09801 -1.08255
C7 0.63229 0.85328 -0.11565
C8 1.83016 0.02954 0.45845
C9 3.18379 0.18626 -0.14660
N1 -1.15433 -0.84742 -0.11509
N2 -0.33894 1.10305 0.96636
N3 -0.77817 -2.09455 1.94318
S1 1.16216 -1.75861 0.18673
H1 -4.37607 0.00744 -0.74906
H2 -3.19410 -0.31783 -2.05330
H3 -0.10534 3.22432 1.07938
H4 -1.37185 2.33253 2.25008
H5 -2.89996 -0.53632 0.98615
H6 0.23886 -2.22773 -1.88159
H7 1.45594 -0.95719 -2.16695
H8 -0.83879 0.52791 -1.68837
H9 0.84732 1.64902 -0.77929
H10 1.99615 0.01696 1.48080
H11 3.02244 0.53890 -1.22733
H12 3.72836 -0.63630 0.09321
H13 3.65598 0.98477 0.24437
H14 -1.74516 -2.27247 2.20930
H15 -0.12690 -2.46472 2.58522

For the LUMO energy, the calculation gives -8.24 eV. Its HOMO energy is -17.02 eV. As for the total charge: +2.

---

Entry 4:
DFT (the ωB97M-V functional and the def2-TZVPD basis) results for a molecular structure, C4H8OS in a non-equilibrium geometry.

Element x y z (Å)
C1 -1.38155 -1.59546 -0.13107
C2 -0.92231 -0.21449 0.31441
C3 -0.20960 1.68434 -0.04917
C4 0.29509 0.22010 -0.44480
H1 -2.46397 -1.95080 0.36529
H2 -0.52789 -2.35681 0.18141
H3 -1.95613 -1.66777 -1.17100
H4 -0.97899 -0.13978 1.66493
H5 0.06156 1.92260 1.21093
H6 0.03351 2.51945 -0.82100
H7 0.08034 -0.19897 -1.40322
H8 2.56633 0.70323 -0.49414
O1 -1.54101 0.94277 0.04302
S1 1.80147 -0.43377 0.12415

For the LUMO energy, the calculation gives 0.67 eV. Its HOMO energy is -9.15 eV.

---

Entry 5:
DFT (the ωB97M-V functional and the def2-TZVPD basis) results for a molecular structure, C36H47BBr2Cl27F7N2O5P in a non-equilibrium geometry.

Element x y z (Å)
C1 -0.98875 -2.17949 5.90315
O1 -1.46234 -1.28204 4.87915
B1 -0.88429 -0.03224 4.84710
O2 -0.84998 0.78451 5.92276
C2 -0.31018 0.42215 3.41116
C3 0.25904 1.84744 3.37150
F1 1.05637 2.07087 4.43222
F2 1.03558 2.00021 2.25127
C4 -0.73689 3.03295 3.31166
F3 -1.33685 3.19906 4.49170
F4 -0.02430 4.14534 3.02577
C5 -1.47104 0.20936 2.42621
C6 -2.83038 0.83301 2.76966
C7 -3.86909 -0.22648 3.15431
O3 -4.57003 0.23035 4.28110
C8 -4.82825 -0.46284 1.99940
F5 -5.50487 -1.60488 2.17249
F6 -5.70887 0.50926 1.82261
F7 -4.13446 -0.59911 0.84015
N1 -0.99380 0.58340 1.05951
C9 0.02368 -0.40153 0.46388
C10 0.73982 0.40129 -0.65405
C11 1.47646 -0.36883 -1.73986
O4 2.87845 -0.47440 -1.46517
C12 3.58797 0.64122 -1.70998
C13 5.04646 0.45308 -1.48176
O5 3.06575 1.65512 -2.05980
C14 -0.82443 -1.59311 0.00063
Br1 -0.89073 -3.11593 1.13136
C15 -1.60238 -1.61209 -1.08693
C16 -1.81680 -0.48169 -2.05939
Br2 -2.59522 -3.11918 -1.59576
C17 1.14859 -0.70727 1.52485
C18 2.02515 -1.90928 1.07013
C19 2.26598 -3.08850 2.01575
C20 2.67986 -4.36722 1.26148
C21 2.41001 -5.57552 2.12441
C22 1.19038 -6.27842 2.02935
C23 0.91756 -7.37219 2.87534
C24 1.86354 -7.77688 3.83381
C25 3.09040 -7.09611 3.92834
C26 3.35587 -6.00437 3.07999
C27 0.74158 -0.68744 3.01411
P1 2.27699 -0.60117 4.05858
N2 3.47920 0.10217 3.33084
H1 -0.01224 -1.88298 6.28385
H2 -1.68567 -2.21760 6.73586
H3 -0.90145 -3.16778 5.46274
H4 -1.53863 0.59386 6.57018
H5 -1.47691 2.93017 2.51628
H6 -1.62112 -0.86548 2.42902
H7 -2.81442 1.58516 3.55156
H8 -3.20817 1.34031 1.87778
H9 -3.41640 -1.19942 3.34760
H10 -4.94156 -0.51766 4.76017
H11 -0.64326 1.54164 1.00262
H12 -1.80563 0.54119 0.43648
H13 0.03340 1.07806 -1.13444
H14 1.46015 1.06351 -0.18139
H15 1.12699 -1.38944 -1.86362
H16 1.35422 0.15181 -2.68560
H17 5.58417 1.26874 -1.94996
H18 5.37241 -0.51374 -1.85416
H19 5.23981 0.47566 -0.40977
H20 -2.01501 0.48126 -1.59481
H21 -0.96296 -0.37742 -2.72498
H22 -2.67040 -0.69729 -2.69032
H23 1.82823 0.13194 1.44516
H24 1.62705 -2.31354 0.13946
H25 3.00694 -1.52651 0.80653
H26 3.10536 -2.83980 2.66360
H27 1.41693 -3.34657 2.64112
H28 3.73359 -4.32984 0.99980
H29 2.05884 -4.46077 0.37044
H30 0.44260 -5.99180 1.29968
H31 -0.02447 -7.89529 2.79485
H32 1.65671 -8.61036 4.48824
H33 3.82801 -7.40824 4.65312
H34 4.29697 -5.47573 3.16523
H35 0.26239 -1.63097 3.26886
H36 2.49332 -1.91897 4.48068
H37 1.83667 0.04946 5.22284
H38 4.27355 -0.52609 3.28240
C28 3.47216 -0.60505 -5.20337
Cl1 1.89966 -1.43510 -5.18416
Cl2 4.76397 -1.75444 -5.50195
Cl3 3.49438 0.68900 -6.39713
H39 3.62369 -0.16530 -4.22670
C29 5.56245 -3.36137 -9.45758
Cl4 6.63383 -2.90317 -10.77653
Cl5 6.46025 -4.17017 -8.16786
Cl6 4.69944 -1.96143 -8.82258
H40 4.83277 -4.05995 -9.84316
C30 -7.41988 -2.19804 -0.47623
Cl7 -6.91940 -1.23628 -1.86900
Cl8 -9.05949 -1.80965 0.02227
Cl9 -7.22630 -3.91975 -0.78314
H41 -6.75516 -1.94154 0.33133
C31 4.50412 5.08952 -2.49493
Cl10 5.54235 5.69452 -3.77681
Cl11 5.43606 4.23706 -1.26421
Cl12 3.56134 6.39516 -1.75997
H42 3.80135 4.39645 -2.93708
C32 -0.56980 7.46701 2.15768
Cl13 -0.63396 7.98601 3.83888
Cl14 -2.17120 7.53344 1.41151
Cl15 0.59244 8.41873 1.23890
H43 -0.24293 6.43689 2.14353
C33 3.43204 9.63535 -3.80138
Cl16 3.98019 8.79566 -5.25062
Cl17 4.58007 10.88176 -3.32053
Cl18 1.82100 10.31607 -4.03737
H44 3.37356 8.90880 -3.00315
C34 -9.01072 -1.36021 -5.24323
Cl19 -10.64176 -2.00296 -5.07560
Cl20 -7.94527 -2.53436 -6.01855
Cl21 -9.01812 0.16549 -6.12829
H45 -8.62522 -1.16795 -4.25108
C35 0.28574 3.26255 -4.73178
Cl22 1.45824 4.01023 -3.65041
Cl23 0.45305 3.83098 -6.38238
Cl24 0.46794 1.50009 -4.65348
H46 -0.70255 3.52036 -4.37921
C36 -5.27253 2.74787 -1.99770
Cl25 -4.12650 2.28182 -3.25819
Cl26 -6.91433 2.75541 -2.61261
Cl27 -5.13408 1.65221 -0.61225
H47 -5.02372 3.74625 -1.66400

For the LUMO energy, the calculation gives -2.69 eV. Its HOMO energy is -11.12 eV. As for the total charge: +1.

---

What did we get for ΔE to the lowest compared entry with this formula, charge and spin? Answer: 51.0; 14.2; 4.2; 113.7; 0.0 kcal per mole, in the order shown.
What did we get for molecular weight? Answer: 104.08; 799.76; 197.31; 104.17; 1879.59 g mol⁻¹, in the order shown.